Entry 1:
{"formula": "C32H47IrN2OP2Te4", "method": "wB97M-V/def2-TZVPD", "lumo_energy_ev": [-3.24, -3.64], "spin_multiplicity": 2, "fmax_ev_per_a": 0.64, "total_charge": 1, "gap_ev": [5.345, 5.353], "de_lowest_kcal_mol": 18.65, "homo_ev": [-8.58, -9.00], "elements": ["Ir", "C", "C", "C", "P", "C", "C", "C", "C", "C", "C", "C", "C", "C", "C", "N", "C", "C", "C", "C", "C", "C", "C", "P", "C", "C", "C", "C", "C", "C", "H", "H", "H", "H", "H", "H", "H", "H", "H", "H", "H", "H", "H", "H", "H", "H", "H", "H", "H", "H", "H", "H", "H", "H", "H", "H", "H", "H", "H", "H", "H", "H", "H", "H", "H", "H", "H", "H", "H", "H", "Te", "Te", "Te", "Te", "O", "C", "C", "C", "C", "C", "C", "N", "H", "H", "H", "H", "H", "H", "H"], "xyz": [[0.21, -0.06, -0.69], [-4.57, -0.02, -1.66], [-3.17, 0.42, -1.19], [-3.35, 1.53, -0.15], [-2.01, -0.92, -0.57], [-2.64, -2.46, -1.39], [-3.86, -3.09, -0.72], [-1.59, -3.54, -1.59], [-2.24, -0.87, 1.21], [-3.47, -1.10, 1.82], [-3.73, -0.76, 3.14], [-5.06, -1.05, 3.78], [-2.71, -0.09, 3.83], [-1.48, 0.15, 3.25], [-1.19, -0.27, 1.94], [0.06, -0.04, 1.36], [1.22, -0.06, 2.13], [1.30, -0.62, 3.42], [2.48, -0.62, 4.13], [3.65, -0.07, 3.62], [4.93, -0.05, 4.41], [3.60, 0.45, 2.34], [2.42, 0.43, 1.58], [2.22, 1.06, -0.10], [2.06, 2.88, 0.23], [1.02, 3.16, 1.33], [3.39, 3.51, 0.65], [3.70, 0.95, -1.22], [3.41, 0.19, -2.51], [5.01, 0.45, -0.60], [-5.08, 0.86, -2.06], [-5.16, -0.38, -0.82], [-4.57, -0.78, -2.43], [-2.65, 0.83, -2.06], [-4.07, 1.21, 0.61], [-3.75, 2.42, -0.63], [-2.44, 1.79, 0.38], [-2.94, -2.09, -2.37], [-3.63, -3.39, 0.31], [-4.13, -4.00, -1.27], [-4.74, -2.45, -0.71], [-1.34, -4.02, -0.64], [-0.66, -3.17, -2.02], [-1.99, -4.31, -2.25], [-4.28, -1.52, 1.24], [-5.88, -0.75, 3.13], [-5.16, -0.52, 4.72], [-5.17, -2.12, 3.99], [-2.89, 0.25, 4.84], [-0.74, 0.70, 3.81], [0.43, -1.09, 3.85], [2.50, -1.08, 5.11], [4.79, -0.47, 5.40], [5.31, 0.97, 4.53], [5.71, -0.63, 3.91], [4.50, 0.85, 1.91], [1.75, 3.35, -0.71], [1.44, 2.89, 2.30], [0.10, 2.58, 1.24], [0.78, 4.23, 1.36], [3.75, 3.07, 1.58], [3.24, 4.58, 0.84], [4.17, 3.42, -0.11], [3.85, 2.00, -1.51], [3.34, -0.89, -2.34], [4.24, 0.34, -3.21], [2.50, 0.52, -3.00], [4.87, -0.52, -0.12], [5.42, 1.15, 0.12], [5.75, 0.33, -1.40], [1.73, -2.14, -0.33], [2.13, -4.19, -2.31], [0.82, -5.91, -0.76], [0.74, -3.81, 1.47], [-0.65, 2.03, -1.23], [-0.16, 2.40, -2.52], [-0.17, 1.20, -3.41], [-0.38, 1.32, -4.77], [-0.27, 0.19, -5.57], [0.04, -1.02, -4.97], [0.22, -1.06, -3.61], [0.12, 0.02, -2.82], [-0.56, 2.76, -0.61], [0.87, 2.76, -2.44], [-0.78, 3.20, -2.94], [-0.62, 2.28, -5.19], [-0.43, 0.26, -6.64], [0.14, -1.93, -5.55], [0.48, -1.99, -3.11]]}



Entry 2:
{"formula": "C2H2N6O5", "method": "wB97M-V/def2-TZVPD", "lumo_energy_ev": [-1.55, -2.06], "fmax_ev_per_a": 5.73, "total_charge": 0, "gap_ev": [6.443, 5.504], "de_lowest_kcal_mol": 23.08, "homo_ev": [-7.99, -7.57], "elements": ["C", "C", "N", "N", "N", "N", "N", "N", "O", "O", "O", "O", "O", "H", "H"], "xyz": [[1.24, -0.15, 1.22], [1.70, 2.87, -0.54], [1.85, -0.41, 0.02], [-0.08, -0.37, 1.45], [3.11, -0.21, 0.23], [-0.88, -0.67, 0.41], [2.12, 0.22, 2.13], [4.18, -0.20, -0.70], [2.83, 2.89, -0.59], [3.24, 0.29, 1.59], [0.54, 2.78, -0.50], [5.24, 0.14, -0.33], [3.90, -0.62, -1.79], [-0.75, -0.56, -0.56], [-1.75, -1.05, 0.77]]}



Entry 3:
{"formula": "C9H35N7O9", "method": "wB97M-V/def2-TZVPD", "lumo_energy_ev": -0.02, "smiles": "COCCNCCOC.NC(N)=O.NC(N)=O.NC(N)=O.O.O.O.O", "fmax_ev_per_a": 7.50, "total_charge": 0, "gap_ev": 8.867, "de_lowest_kcal_mol": 56.25, "homo_ev": -8.89, "elements": ["C", "O", "N", "N", "H", "H", "H", "H", "C", "O", "N", "N", "H", "H", "H", "H", "C", "O", "N", "N", "H", "H", "H", "H", "C", "O", "C", "C", "N", "C", "C", "O", "C", "H", "H", "H", "H", "H", "H", "H", "H", "H", "H", "H", "H", "H", "H", "H", "O", "H", "H", "O", "H", "H", "O", "H", "H", "O", "H", "H"], "xyz": [[1.90, -2.36, -3.03], [2.27, -2.30, -4.19], [1.37, -1.39, -2.37], [2.17, -3.36, -2.27], [1.14, -0.48, -2.74], [0.93, -1.45, -1.46], [2.06, -3.26, -1.27], [2.50, -4.20, -2.71], [-1.81, 0.20, 3.65], [-1.62, -0.25, 2.50], [-2.71, -0.41, 4.39], [-1.12, 1.16, 4.17], [-3.15, 0.03, 5.19], [-3.25, -1.16, 4.00], [-1.32, 1.55, 5.08], [-0.25, 1.32, 3.68], [-3.02, -0.34, -2.49], [-4.21, -0.54, -2.42], [-2.56, 0.52, -3.34], [-2.18, -0.78, -1.68], [-1.58, 0.67, -3.17], [-3.24, 1.19, -3.70], [-2.69, -1.32, -1.00], [-1.19, -0.58, -1.73], [1.05, 1.19, -4.14], [0.21, 1.01, -2.97], [0.01, 2.26, -2.30], [-0.47, 2.17, -0.88], [0.77, 2.00, -0.12], [0.55, 2.20, 1.33], [1.74, 1.80, 2.19], [2.10, 0.39, 1.96], [2.97, -0.05, 2.99], [0.57, 1.91, -4.81], [1.38, 0.30, -4.66], [2.00, 1.67, -3.91], [-0.70, 2.75, -2.96], [0.93, 2.85, -2.28], [-1.18, 1.38, -0.63], [-0.77, 3.19, -0.67], [1.23, 1.11, -0.15], [-0.38, 1.65, 1.51], [0.36, 3.25, 1.51], [1.53, 1.97, 3.24], [2.57, 2.47, 1.95], [3.76, 0.66, 3.24], [3.34, -1.05, 2.77], [2.30, -0.26, 3.83], [0.35, -1.04, 0.60], [0.95, -0.53, 1.13], [-0.46, -1.05, 1.10], [2.38, -3.00, 0.64], [1.92, -2.19, 0.86], [3.25, -2.89, 1.02], [-3.60, 0.63, 0.87], [-2.73, 0.70, 1.27], [-3.45, 0.74, -0.07], [-1.31, -3.37, 1.09], [-0.66, -3.62, 0.43], [-0.94, -3.66, 1.92]]}



Entry 4:
{"formula": "C25H28AlB2Cl3F7KN4NaO14S2", "method": "wB97M-V/def2-TZVPD", "lumo_energy_ev": -6.86, "fmax_ev_per_a": 7.09, "total_charge": 1, "gap_ev": 1.497, "de_lowest_kcal_mol": 30.53, "homo_ev": -8.36, "elements": ["C", "O", "B", "O", "C", "C", "C", "C", "C", "O", "N", "C", "C", "C", "C", "C", "C", "C", "C", "C", "N", "S", "N", "C", "C", "C", "F", "F", "C", "F", "F", "F", "H", "H", "H", "H", "H", "H", "H", "H", "H", "H", "H", "H", "H", "H", "H", "H", "H", "Al", "C", "Cl", "Cl", "Cl", "H", "C", "C", "N", "H", "H", "H", "B", "O", "C", "O", "C", "O", "O", "F", "F", "O", "S", "O", "O", "O", "Na", "C", "O", "H", "H", "H", "K", "O", "H", "H", "O", "H", "H"], "xyz": [[-1.73, 3.08, 5.13], [-0.34, 2.70, 4.94], [-0.23, 1.53, 4.11], [0.69, 1.60, 3.00], [-1.07, 0.13, 4.33], [-2.29, -0.18, 3.39], [-2.76, 0.77, 2.18], [-1.96, 0.24, 0.84], [-1.02, 1.34, 0.13], [-1.45, 2.56, 0.06], [0.19, 1.10, -0.47], [0.28, -0.30, -0.90], [-0.39, -0.82, -2.02], [-0.26, -2.20, -2.28], [0.50, -3.03, -1.45], [1.19, -2.51, -0.34], [1.05, -1.14, -0.08], [-3.05, -1.33, 3.57], [-4.32, -1.72, 2.74], [-2.68, -2.24, 4.63], [-3.36, -3.36, 4.86], [-2.56, -4.00, 6.16], [-1.43, -2.89, 6.40], [-1.54, -1.92, 5.48], [-0.69, -0.73, 5.32], [0.46, -0.56, 6.29], [1.31, 0.44, 6.07], [-0.09, -0.35, 7.53], [1.35, -1.88, 6.49], [1.31, -2.69, 5.41], [2.63, -1.49, 6.61], [1.07, -2.51, 7.63], [-2.47, 2.46, 4.53], [-1.93, 4.14, 4.90], [-2.01, 2.95, 6.19], [1.16, 2.47, 3.01], [-2.62, 1.87, 2.37], [-3.83, 0.65, 1.97], [-1.42, -0.68, 1.13], [-2.72, -0.09, 0.10], [0.24, 1.69, -1.31], [-0.99, -0.14, -2.64], [-0.78, -2.60, -3.16], [0.57, -4.10, -1.67], [1.78, -3.18, 0.31], [1.58, -0.74, 0.79], [-4.58, -2.79, 2.82], [-4.31, -1.38, 1.70], [-5.15, -1.14, 3.23], [-6.25, -2.21, 4.60], [3.09, 0.65, -3.95], [2.34, 1.80, -5.06], [1.87, 0.05, -2.80], [3.83, -0.69, -4.82], [3.87, 1.17, -3.40], [5.12, -2.66, -8.82], [5.28, -2.78, -7.36], [5.40, -2.88, -6.22], [4.71, -3.59, -9.22], [4.45, -1.84, -9.05], [6.09, -2.47, -9.27], [-1.39, 4.19, -8.18], [-1.50, 2.83, -8.77], [-1.54, 1.95, -7.77], [-1.62, 0.76, -7.91], [-1.45, 2.68, -6.47], [-1.45, 2.18, -5.38], [-1.36, 3.99, -6.71], [-2.48, 4.95, -8.54], [-0.18, 4.81, -8.61], [0.21, 3.28, 7.45], [1.63, 3.56, 7.21], [1.83, 5.01, 7.14], [2.05, 2.96, 5.93], [2.43, 2.98, 8.29], [0.69, 2.59, -7.66], [4.68, -3.08, 1.53], [3.84, -3.19, 0.50], [5.55, -3.78, 1.53], [5.18, -2.10, 1.65], [4.25, -3.25, 2.54], [-1.34, 2.84, 2.19], [-0.19, 4.03, -11.45], [-0.56, 3.88, -10.57], [-0.94, 4.35, -11.97], [-2.66, -3.06, 0.01], [-1.75, -3.08, -0.29], [-3.06, -3.86, -0.35]]}